No. 1
The following is a DFT calculation (ωB97M-V with the def2-TZVPD basis set) of 2 unconnected molecules or ions with the total composition C6H10O.

Atoms and positions in Å:
C (2.18839, 0.82404, 0.80767)
C (1.31901, 0.86054, -0.32867)
C (-0.09659, 0.67895, -0.03235)
C (-0.78816, -0.09486, -0.89886)
C (-0.54731, 1.16101, 1.26066)
C (-1.73762, 0.98201, 1.91940)
H (3.24301, 1.07684, 0.67334)
H (1.76860, 0.43592, 1.76677)
H (1.76457, 0.76191, -1.31847)
H (-1.73000, -0.48492, -0.59525)
H (-0.44983, -0.23934, -1.92440)
H (0.21864, 1.69810, 1.74575)
H (-1.70747, 1.09094, 2.96672)
H (-2.51751, 0.72020, 1.17848)
O (-0.32573, -3.16837, -2.19105)
H (-0.12905, -2.36378, -1.74264)
H (0.11857, -3.81903, -1.58904)

Properties
LUMO level in eV: -0.012
Frontier orbital gap in eV: 8.367
SMILES: C=CC(=C)C=C.O
HOMO in eV: -8.38
Spin multiplicity: 1
Energy relative to the best compared isomer or geometry (same formula, charge and spin) in eV: 2.9711

Results of the Löwdin charge analysis, in e, for atoms 1 through 6:
1. C 0.02
2. C -0.12
3. C -0.35
4. C 0.06
5. C -0.16
6. C 0.06



No. 2
The following is a DFT calculation (ωB97M-V with the def2-TZVPD basis set) of a molecular structure, C26H28BaN9S4.

Atoms and positions in Å:
Ba (-0.52711, -0.12346, -0.17909)
N (-0.86441, -1.60323, -2.68077)
C (-2.21502, -1.36759, -2.91130)
C (-2.58575, -0.39133, -3.83977)
C (-3.91955, -0.10709, -4.08487)
C (-4.90971, -0.79498, -3.40046)
C (-4.54075, -1.75283, -2.46503)
C (-3.21125, -2.05540, -2.18833)
C (-2.85677, -3.03859, -1.12401)
C (-3.46396, -4.29488, -1.11679)
C (-3.17373, -5.19852, -0.10396)
C (-2.28590, -4.83146, 0.89794)
C (-1.70203, -3.56687, 0.87214)
C (-1.94324, -2.62036, -0.13468)
H (-0.21608, -1.33552, -3.40428)
H (-0.63436, -2.45310, -2.18683)
H (-1.80422, 0.13413, -4.37859)
H (-4.17809, 0.64842, -4.81708)
H (-5.95634, -0.58561, -3.58162)
H (-5.30497, -2.28066, -1.90607)
H (-4.15173, -4.57686, -1.90880)
H (-3.63021, -6.18179, -0.10357)
H (-2.04736, -5.53362, 1.69112)
H (-1.00857, -3.32429, 1.67907)
S (2.05444, 0.09758, -1.87193)
S (3.16011, 1.29444, -0.52509)
S (4.48740, 0.11797, 0.50137)
S (3.93882, -0.04820, 2.51405)
C (-4.43054, 0.70924, 3.61820)
N (-3.11103, 0.32334, 4.06094)
C (-2.79952, 0.67436, 5.43718)
C (-2.10847, 0.21441, 3.10704)
N (-2.18964, 0.65482, 1.90674)
N (-1.01354, -0.49064, 3.56660)
C (0.33425, -0.32030, 3.20365)
N (1.19473, -0.95677, 4.07688)
N (0.67605, 0.38477, 2.20570)
H (-5.15193, 0.43750, 4.38879)
H (-4.68657, 0.17181, 2.70621)
H (-4.52151, 1.78934, 3.43671)
H (-3.22602, -0.04793, 6.13823)
H (-3.20757, 1.66183, 5.67579)
H (-1.72385, 0.72064, 5.58770)
H (-3.00922, 1.24394, 1.81021)
H (-1.17162, -1.02778, 4.40138)
H (0.87973, -1.85542, 4.41157)
H (2.14948, -0.97374, 3.69737)
H (1.70990, 0.41523, 2.15550)
N (-2.72564, 10.28085, -5.00609)
C (-2.41027, 9.33286, -4.43672)
C (-2.01821, 8.15412, -3.72882)
C (-2.19847, 6.89753, -4.30674)
C (-1.81122, 5.76095, -3.62394)
C (-1.26125, 5.87056, -2.35009)
C (-1.08260, 7.12358, -1.76942)
C (-1.45134, 8.26155, -2.45806)
N (-0.88055, 4.71423, -1.64570)
C (0.20319, 4.57796, -0.79714)
C (0.16780, 3.30057, -0.34127)
N (-0.92678, 2.64747, -0.87612)
C (-1.51569, 3.50763, -1.65756)
H (-2.62415, 6.81697, -5.29719)
H (-1.90963, 4.78750, -4.08405)
H (-0.66853, 7.19558, -0.77333)
H (-1.31441, 9.23648, -2.01130)
H (0.91510, 5.36980, -0.65145)
H (0.87124, 2.79953, 0.30567)
H (-2.41577, 3.34115, -2.22701)

Properties
LUMO level in eV: 1.310
Frontier orbital gap in eV: 4.398
HOMO in eV: -3.09
Total charge: -1
Spin multiplicity: 1
Energy relative to the best compared isomer or geometry (same formula, charge and spin) in eV: 0.0000

Results of the Löwdin charge analysis, in e, for atoms 1 through 6:
1. Ba 1.54
2. N 0.00
3. C -0.31
4. C -0.05
5. C -0.12
6. C -0.12



No. 3
The following is a DFT calculation (ωB97M-V with the def2-TZVPD basis set) of a single C23H20N6O2 molecule.

Atoms and positions in Å:
C (3.07283, -0.43982, 0.15420)
C (2.57543, -1.19617, -1.07311)
C (1.31410, -2.02756, -0.81259)
C (0.00294, -1.26638, -1.01930)
N (-0.13738, -0.13049, -0.12505)
C (0.10422, 1.13734, -0.62255)
N (0.33139, 1.26713, -1.87441)
C (0.96111, 2.25028, -2.57166)
O (2.11023, 2.57387, -2.34144)
C (0.18850, 2.76320, -3.73320)
C (-1.10024, 2.33131, -4.03071)
C (-1.75234, 2.88591, -5.11779)
C (-1.08739, 3.84992, -5.86261)
N (0.13617, 4.27023, -5.58697)
C (0.75427, 3.74346, -4.54821)
C (-0.02074, 2.24602, 0.30923)
C (0.11307, 3.55650, -0.19558)
N (0.15997, 4.62912, -0.59786)
C (-0.31180, 2.02801, 1.62354)
C (-0.52684, 0.71178, 2.08427)
C (-0.83719, 0.45913, 3.45955)
O (-0.93850, 1.27775, 4.34672)
N (-1.04320, -0.93414, 3.76274)
C (-1.33319, -1.25660, 5.05267)
C (-1.55030, -2.54181, 5.42389)
C (-1.47441, -3.56152, 4.45304)
C (-1.18299, -3.26101, 3.15336)
C (-1.08661, -4.29156, 2.07995)
C (-0.95532, -1.89897, 2.78586)
N (-0.66803, -1.62592, 1.53445)
C (-0.44685, -0.35707, 1.17362)
H (4.00817, 0.06309, -0.07769)
H (2.36586, 0.31976, 0.47578)
H (3.24590, -1.12393, 0.98408)
H (2.39039, -0.48749, -1.88129)
H (3.37108, -1.86840, -1.40150)
H (1.33789, -2.42330, 0.20429)
H (1.29145, -2.87480, -1.50057)
H (-0.83686, -1.93933, -0.83310)
H (-0.04466, -0.87387, -2.03582)
H (-1.57363, 1.57469, -3.42041)
H (-2.75289, 2.57936, -5.38283)
H (-1.55527, 4.31066, -6.72325)
H (1.75086, 4.10642, -4.33654)
H (-0.39354, 2.84289, 2.32756)
H (-1.37227, -0.41241, 5.72563)
H (-1.77826, -2.77770, 6.44952)
H (-1.64805, -4.58597, 4.74493)
H (-1.28627, -5.28274, 2.47594)
H (-0.09423, -4.27188, 1.63451)
H (-1.79654, -4.06700, 1.28671)

Properties
LUMO level in eV: -1.054
Frontier orbital gap in eV: 7.496
SMILES: CCCCn1/c(=N/C(=O)c2cccnc2)c(C#N)cc2c(=O)n3cccc(C)c3nc21
HOMO in eV: -8.55
Spin multiplicity: 1

Results of the Löwdin charge analysis, in e, for atoms 1 through 6:
1. C -0.09
2. C -0.24
3. C -0.18
4. C -0.13
5. N 0.06
6. C -0.22



No. 4
The following is a DFT calculation (ωB97M-V with the def2-TZVPD basis set) of a molecular structure, C18H17BClHfN10O8.

Atoms and positions in Å:
Hf (-0.23930, -0.02774, 0.12202)
N (-1.08968, 1.96658, 1.23936)
N (-2.18552, 1.37270, 1.93076)
C (-2.93560, 0.41933, 1.21879)
O (-3.99599, 0.04999, 1.63601)
O (-2.27874, -0.02802, 0.15966)
H (-0.47732, 2.37899, 1.93674)
H (-1.40801, 2.67735, 0.58428)
H (-2.76076, 1.98229, 2.49809)
O (1.66685, 2.53590, -5.16166)
C (2.63142, 1.72791, -4.73204)
O (3.66276, 1.56145, -5.32159)
C (2.38209, 0.97557, -3.46496)
C (3.29177, 0.07356, -2.95716)
N (2.76493, -0.43399, -1.83015)
N (1.56397, 0.08597, -1.57044)
C (1.32629, 0.94975, -2.55045)
C (0.05206, 1.70408, -2.44648)
O (-0.31600, 2.47350, -3.30258)
O (-0.58125, 1.44051, -1.33699)
H (0.90337, 2.54901, -4.54313)
H (4.25972, -0.21480, -3.33736)
H (3.16328, -1.11888, -1.20597)
Cl (-3.80413, -4.60056, 1.40743)
C (-2.60343, -3.54094, 2.04150)
C (-2.28997, -3.53273, 3.38819)
C (-1.31759, -2.65424, 3.82911)
C (-0.69119, -1.82841, 2.91666)
N (-1.00393, -1.84028, 1.61329)
C (-1.95495, -2.67988, 1.18865)
H (-2.80281, -4.19792, 4.07051)
H (-1.04171, -2.60620, 4.87291)
H (0.08475, -1.14724, 3.23039)
H (-2.22993, -2.64636, 0.14531)
O (2.14681, 1.22612, 2.05543)
B (1.56068, 0.06950, 1.53396)
O (2.28590, -1.05689, 1.94213)
C (3.32866, -0.57111, 2.72052)
C (4.31646, -1.28183, 3.36034)
C (5.24324, -0.53128, 4.08296)
C (5.16173, 0.85898, 4.14371)
C (4.14879, 1.55822, 3.48873)
C (3.24534, 0.79871, 2.78522)
H (4.36949, -2.36172, 3.30437)
H (6.04167, -1.03979, 4.60746)
H (5.90042, 1.40888, 4.71143)
H (4.07705, 2.63720, 3.52735)
N (-2.46987, -1.35926, -3.25816)
N (-1.44599, -2.01708, -2.63176)
N (-0.96826, -3.16327, -3.02650)
C (0.04971, -3.34214, -2.16666)
N (0.14109, -2.33906, -1.29960)
N (-0.83003, -1.50984, -1.62388)
H (-3.08399, -2.02786, -3.70257)
H (-2.89454, -0.69441, -2.62208)
H (0.69066, -4.20788, -2.18366)

Properties
LUMO level in eV: -3.575
Frontier orbital gap in eV: 7.959
HOMO in eV: -11.53
Total charge: +1
Spin multiplicity: 1
Energy relative to the best compared isomer or geometry (same formula, charge and spin) in eV: 0.7505

Results of the Löwdin charge analysis, in e, for atoms 1 through 6:
1. Hf 1.74
2. N 0.00
3. N 0.02
4. C -0.68
5. O 0.12
6. O -0.22